ORCA calculation (ωB97M-V/def2-TZVPD) on a structure of composition C31H40AsN3O8PbS3Si2 at a distorted geometry.

```
89
C31H40AsN3O8PbS3Si2 (ωB97M-V/def2-TZVPD)
Pb 1.811 0.278 0.091
O 0.428 -1.022 -4.526
C 1.226 -0.841 -3.543
O 0.725 -1.296 -2.278
C 2.714 -1.263 -3.755
C 3.409 -1.915 -2.548
C 4.778 -2.462 -2.983
C 5.595 -1.149 -3.151
C 4.549 -0.092 -2.756
O 3.792 -0.774 -1.743
C 3.532 0.046 -3.897
C 2.563 1.174 -3.611
O 2.864 2.357 -3.660
O 1.387 0.727 -3.258
H 2.717 -1.903 -4.632
H 2.793 -2.591 -1.965
H 4.706 -3.043 -3.902
H 5.197 -3.093 -2.199
H 5.961 -0.998 -4.170
H 6.441 -1.112 -2.466
H 4.947 0.841 -2.367
H 4.013 0.213 -4.857
S 4.032 1.162 1.260
C 4.248 -0.026 2.518
C 5.246 0.317 3.514
N 6.048 0.578 4.300
C 3.620 -1.221 2.624
S 2.428 -1.884 1.524
C 3.935 -2.091 3.742
N 4.147 -2.800 4.626
C -2.608 6.040 -1.400
C -1.831 4.770 -1.172
C -2.166 3.883 -0.159
C -1.402 2.739 0.028
N -0.351 2.430 -0.735
C -0.031 3.282 -1.719
C -0.734 4.451 -1.965
H -3.604 5.982 -0.956
H -2.713 6.245 -2.468
H -2.088 6.890 -0.948
H -3.015 4.080 0.489
H -1.635 2.039 0.823
H 0.818 3.007 -2.343
H -0.432 5.101 -2.782
C -4.057 -1.068 -2.784
Si -2.387 -0.348 -2.286
C -2.624 0.320 -0.552
C -1.975 1.080 -3.419
As -0.897 -2.167 -2.501
Si -0.831 -2.884 -0.248
C 0.627 -4.079 -0.189
C -0.751 -1.793 1.276
C -2.380 -3.952 -0.040
H -4.882 -0.396 -2.519
H -4.226 -2.032 -2.282
H -4.084 -1.249 -3.866
H -3.293 1.191 -0.570
H -1.668 0.631 -0.116
H -3.062 -0.443 0.106
H -2.742 1.207 -4.190
H -1.018 0.888 -3.920
H -1.879 2.010 -2.848
H 1.520 -3.583 0.213
H 0.867 -4.435 -1.196
H 0.408 -4.948 0.442
H -0.206 -0.855 1.117
H -0.220 -2.333 2.070
H -1.755 -1.540 1.634
H -2.519 -4.611 -0.907
H -3.287 -3.337 0.064
H -2.286 -4.575 0.860
C -4.454 -0.750 6.277
C -3.274 -0.199 5.508
C -2.034 -0.828 5.548
C -0.939 -0.301 4.872
C -1.085 0.874 4.144
C -2.322 1.508 4.080
C -3.407 0.969 4.760
S 0.308 1.504 3.218
O 0.003 2.888 2.924
O 1.463 1.260 4.040
O 0.242 0.634 2.000
H -4.217 -1.718 6.722
H -5.327 -0.875 5.630
H -4.741 -0.069 7.085
H -1.919 -1.747 6.116
H 0.031 -0.789 4.899
H -2.406 2.421 3.498
H -4.375 1.461 4.708
```

Total energy, hartree: -6173.8728
ΔE to the lowest compared entry with this formula, charge and spin, kJ/mol: 224.3
HOMO level, hartree: -0.0911
Net charge: -2